[1]
Formula: C6H15N3O2P
Source: OMol25
Level of theory: ωB97M-V/def2-TZVPD

Geometry as XYZ:
```
27
Properties=species:S:1:pos:R:3:mulliken_charge:R:1
C 1.19816 -0.78126 0.10955 0.649
C -1.07453 -0.71910 0.37771 0.815
C -2.26200 -0.54173 -0.78836 -1.311
C -1.52964 -1.23949 1.66468 -1.211
C 2.22177 1.17850 1.04303 -1.005
C -0.38155 1.75667 -1.43872 -0.690
N 1.14304 0.41009 0.56351 -0.072
N 0.07371 -1.40633 -0.23335 -0.389
N 2.35466 -1.49954 -0.14819 -0.431
O -0.87765 1.95483 1.24876 -0.787
O -0.13994 0.93638 -2.55082 -0.526
P -0.40902 1.00265 0.27720 0.645
H -2.80667 -1.47723 -0.99179 0.388
H -1.70053 -0.29127 -1.77625 0.378
H -2.98478 0.19904 -0.39586 0.390
H -2.57706 -1.03250 1.92580 0.376
H -1.01121 -0.73612 2.50585 0.347
H -1.32295 -2.37543 1.60568 0.261
H 1.75256 1.97216 1.70877 0.351
H 2.85362 0.46709 1.55380 0.482
H 2.82504 1.82515 0.31281 0.271
H -1.33543 2.36431 -1.58377 0.410
H 0.29876 2.56546 -1.24662 0.506
H 0.02910 -2.35500 -0.05403 0.362
H 3.26317 -1.25427 0.29647 0.196
H 2.49088 -2.41194 -0.60851 0.251
H -0.09150 1.48887 -3.37734 0.343
```

Results
- energy relative to the best compared isomer or geometry (same formula, charge and spin) (kJ/mol) = 142.3
- HOMO (Eh) = -0.5165
- F_max (eV/Å) = 6.79
- charge = +1
- gap between HOMO and LUMO (eV) = 11.25

[2]
Formula: C69H52NP3SiW
Source: OMol25
Level of theory: ωB97M-V/def2-TZVPD

Geometry as XYZ:
```
127
Properties=species:S:1:pos:R:3:mulliken_charge:R:1
W -0.26466 -0.32203 -0.08462 -0.706
C 5.67060 -1.12053 -2.30598 -1.041
C 5.25488 -1.83085 -1.19048 -0.964
C 4.18246 -1.37734 -0.44005 -1.210
C 3.49310 -0.21998 -0.81516 1.081
C 3.90469 0.47379 -1.94985 -1.219
C 4.99563 0.02945 -2.67887 -0.805
P 2.20954 0.49495 0.29095 2.398
C 2.84880 -0.07019 1.89127 0.808
C 2.42789 -1.29694 2.38899 0.515
C 3.04195 -1.85635 3.49807 -0.780
C 4.08628 -1.18837 4.11779 -1.133
C 4.50753 0.04124 3.63212 -0.827
C 3.89493 0.59836 2.52430 -0.803
C 2.42622 2.27604 0.08399 -0.019
C 3.69857 2.85295 0.01298 -0.218
C 3.82389 4.21165 -0.20290 -1.280
C 2.68624 4.99072 -0.38109 -0.897
C 1.43287 4.40860 -0.35029 -0.271
C 1.27699 3.04050 -0.11242 0.689
Si -0.42218 2.22391 -0.07533 -1.419
C -1.41006 2.76135 -1.59168 0.784
C -2.06264 3.98947 -1.68838 -0.396
C -2.98427 4.24275 -2.69321 -1.149
C -3.28275 3.25267 -3.61416 -1.032
C -2.61321 2.03977 -3.56996 -1.045
C -1.66512 1.80334 -2.58378 0.591
P -0.61850 0.30351 -2.56314 2.797
C 0.85146 0.85678 -3.50176 0.514
C 1.57752 -0.09229 -4.22131 -0.572
C 2.59822 0.30506 -5.06532 -1.021
C 2.92126 1.65119 -5.18129 -0.618
C 2.22770 2.59491 -4.44158 -0.722
C 1.18941 2.20208 -3.60663 -0.526
C -1.32192 -0.86040 -3.78122 0.434
C -1.34001 -0.46063 -5.12329 -0.463
C -1.80540 -1.31310 -6.10591 -0.934
C -2.24111 -2.58984 -5.77199 -0.823
C -2.19963 -3.00548 -4.45333 -0.707
C -1.74098 -2.14496 -3.46472 -0.709
C -1.23226 2.76674 1.54637 1.092
C -1.51671 4.10725 1.82639 -0.350
C -2.10355 4.49179 3.01977 -0.959
C -2.39653 3.53792 3.98595 -1.095
C -2.08419 2.21420 3.75239 -0.339
C -1.52047 1.82670 2.53554 0.159
P -0.98244 0.09227 2.37869 1.604
C 0.02108 0.01044 3.90876 1.029
C -0.15289 -0.95401 4.89230 -0.872
C 0.54568 -0.86752 6.08955 -0.715
C 1.41272 0.18644 6.31857 -0.891
C 1.58773 1.15885 5.34104 -0.744
C 0.89534 1.07315 4.14841 -0.190
C -2.38787 -0.98195 2.78496 0.791
C -2.14026 -2.34397 2.94175 -0.705
C -3.16531 -3.20664 3.29337 -0.805
C -4.45238 -2.71715 3.46929 -0.986
C -4.70604 -1.36472 3.29592 -0.955
C -3.67907 -0.49680 2.96243 -0.881
H 6.52572 -1.45525 -2.87358 0.437
H 5.78768 -2.71855 -0.88064 0.553
H 3.90864 -1.91380 0.45648 1.257
H 3.40316 1.38470 -2.25111 0.619
H 5.32185 0.59182 -3.54097 0.585
H 1.60611 -1.83766 1.91198 -0.224
H 2.70039 -2.80618 3.87988 0.509
H 4.56599 -1.62064 4.98336 0.435
H 5.31365 0.56894 4.11912 0.484
H 4.23142 1.56032 2.17114 0.362
H 4.58726 2.24210 0.08423 0.658
H 4.80410 4.66205 -0.25442 0.467
H 2.78513 6.05069 -0.56584 0.503
H 0.56881 5.03037 -0.53445 0.425
H -1.88525 4.75985 -0.95677 0.269
H -3.48421 5.19924 -2.74158 0.471
H -4.02742 3.42363 -4.37742 0.453
H -2.85587 1.28518 -4.30318 0.594
H 1.31116 -1.14100 -4.17056 0.558
H 3.13715 -0.43420 -5.63946 0.465
H 3.70860 1.96334 -5.85303 0.486
H 2.46965 3.64397 -4.53460 0.527
H 0.62392 2.95583 -3.07570 0.353
H -0.96173 0.51124 -5.40848 0.687
H -1.81379 -0.98706 -7.13499 0.456
H -2.60189 -3.25663 -6.54164 0.453
H -2.51981 -4.00280 -4.18744 0.495
H -1.70466 -2.49779 -2.44730 0.553
H -1.26867 4.87595 1.11159 0.252
H -2.32010 5.53276 3.20487 0.508
H -2.83963 3.83087 4.92669 0.471
H -2.25512 1.48076 4.53162 0.623
H -0.85674 -1.76757 4.76208 0.413
H 0.39109 -1.62059 6.84881 0.495
H 1.94185 0.25979 7.25789 0.434
H 2.25368 1.99293 5.51570 0.498
H 1.01953 1.85778 3.40882 0.244
H -1.13826 -2.73997 2.79713 0.583
H -2.95943 -4.25793 3.43279 0.534
H -5.25267 -3.38569 3.74935 0.457
H -5.70693 -0.98010 3.42648 0.484
H -3.89295 0.55390 2.82803 0.539
C -4.73285 0.95433 -0.11505 -1.089
C -5.35994 -0.27143 -0.23934 -1.389
C -4.57494 -1.40478 -0.27331 -0.602
C -3.18770 -1.30403 -0.20495 0.702
C -2.49797 -0.05926 -0.11493 0.810
C -3.34837 1.04801 -0.04961 0.868
C -2.38036 -2.50843 -0.20501 0.964
C -2.84540 -3.84608 -0.10886 -0.931
C -1.94647 -4.86284 -0.02997 -1.738
C -0.55022 -4.60502 -0.12969 1.085
C 0.44246 -5.60426 -0.12562 -0.904
C 1.75661 -5.27628 -0.34048 -1.268
C 2.12840 -3.94474 -0.60008 -0.867
C 1.18083 -2.94996 -0.60579 -0.061
C -0.15942 -3.27330 -0.33658 0.370
N -1.08440 -2.25916 -0.28424 0.619
H -5.32210 1.86039 -0.07211 0.562
H -6.43386 -0.34348 -0.30177 0.489
H -5.04594 -2.37309 -0.35718 0.423
H -2.95982 2.04223 0.04981 0.047
H -3.90307 -4.03724 -0.04197 0.631
H -2.28395 -5.88116 0.09409 0.542
H 0.15178 -6.63377 0.02939 0.533
H 2.51120 -6.04791 -0.34675 0.471
H 3.15642 -3.70654 -0.83129 0.570
H 1.46896 -1.93555 -0.91584 0.253
```

Results
- HOMO (spin up / spin down) (Eh) = -0.4697 / -0.4801
- F_max (eV/Å) = 0.39
- charge = +2
- spin multiplicity = 3
- gap between HOMO and LUMO (spin up / spin down) (eV) = 6.72 / 6.66